Here is a molecular structure, C47H57BMoN6PSSb from the OMol25 dataset. Energies are from wB97M-V/def2-TZVPD.

Last column: Löwdin charge in e.
Cartesian coordinates (Å):
Mo: 0.187 -1.058 -0.060  1.29
C: 2.085 -4.184 -0.280  0.00
C: 1.854 -3.580 1.062  -0.30
C: 2.340 -4.024 2.291  0.05
C: 2.035 -3.035 3.208  -0.25
C: 2.372 -2.958 4.657  0.00
N: 1.371 -2.058 2.560  0.04
N: 1.230 -2.406 1.247  -0.08
B: 1.298 -0.556 2.912  -0.51
N: 2.187 0.182 1.881  0.04
N: 1.861 0.138 0.558  -0.07
C: 2.886 0.660 -0.135  -0.31
C: 2.920 0.716 -1.625  -0.03
C: 3.869 1.064 0.762  0.04
C: 3.401 0.736 2.024  -0.24
C: 4.069 0.894 3.346  0.01
N: -0.157 -0.057 2.785  0.04
N: -0.899 -0.236 1.649  -0.07
C: -2.121 0.273 1.891  -0.35
C: -3.273 0.233 0.947  -0.04
C: -2.154 0.780 3.185  0.03
C: -0.901 0.544 3.726  -0.27
C: -0.401 0.867 5.092  0.00
H: 3.160 -4.292 -0.432  0.10
H: 1.638 -5.174 -0.361  0.08
H: 1.688 -3.559 -1.079  0.05
H: 2.880 -4.936 2.480  0.13
H: 2.767 -3.914 4.991  0.09
H: 3.126 -2.194 4.846  0.08
H: 1.494 -2.717 5.255  0.09
H: 1.695 -0.374 4.017  0.12
H: 3.120 -0.273 -2.044  0.08
H: 1.969 1.057 -2.030  0.01
H: 3.715 1.384 -1.950  0.09
H: 4.811 1.527 0.522  0.13
H: 4.974 1.486 3.231  0.09
H: 3.418 1.390 4.065  0.08
H: 4.350 -0.076 3.759  0.09
H: -2.981 0.516 -0.062  0.01
H: -3.722 -0.760 0.910  0.07
H: -4.040 0.921 1.296  0.09
H: -2.995 1.246 3.671  0.13
H: -1.124 1.499 5.603  0.09
H: -0.265 -0.038 5.684  0.10
H: 0.557 1.385 5.058  0.07
C: -0.456 -0.516 -5.223  -0.03
C: 0.132 -1.822 -4.664  -0.61
C: -0.693 -3.026 -5.137  -0.04
C: 1.595 -1.977 -5.113  -0.03
C: 0.110 -1.737 -3.202  -0.09
C: 0.096 -1.600 -1.987  -0.34
H: -0.430 -0.549 -6.313  0.10
H: 0.120 0.346 -4.886  0.08
H: -1.491 -0.384 -4.906  0.09
H: -0.699 -3.051 -6.227  0.10
H: -1.727 -2.957 -4.795  0.09
H: -0.263 -3.963 -4.781  0.08
H: 1.628 -2.024 -6.202  0.10
H: 2.035 -2.891 -4.716  0.09
H: 2.197 -1.128 -4.787  0.09
S: -0.676 0.921 -1.397  0.22
Sb: -0.697 3.048 -0.428  1.41
C: 0.780 3.565 0.962  -0.34
C: 1.894 4.248 0.482  -0.11
C: 2.820 4.765 1.378  -0.06
C: 2.622 4.619 2.743  -0.05
C: 1.506 3.942 3.219  -0.07
C: 0.584 3.407 2.331  -0.13
C: -2.581 3.629 0.271  -0.37
C: -3.656 3.417 -0.590  -0.14
C: -4.921 3.852 -0.225  -0.06
C: -5.109 4.491 0.994  -0.05
C: -4.033 4.711 1.844  -0.06
C: -2.762 4.285 1.483  -0.11
C: -0.368 4.262 -2.097  -0.37
C: 0.491 3.837 -3.108  -0.13
C: 0.730 4.666 -4.194  -0.06
C: 0.110 5.906 -4.269  -0.05
C: -0.750 6.324 -3.263  -0.06
C: -0.991 5.503 -2.171  -0.10
H: 2.034 4.406 -0.581  0.10
H: 3.682 5.303 1.008  0.12
H: 3.330 5.048 3.440  0.12
H: 1.342 3.853 4.285  0.11
H: -0.294 2.897 2.707  0.08
H: -3.513 2.923 -1.545  0.11
H: -5.757 3.697 -0.893  0.12
H: -6.096 4.831 1.276  0.12
H: -4.181 5.226 2.784  0.12
H: -1.926 4.480 2.144  0.09
H: 0.958 2.861 -3.061  0.07
H: 1.396 4.343 -4.983  0.11
H: 0.294 6.549 -5.120  0.12
H: -1.236 7.288 -3.329  0.12
H: -1.666 5.834 -1.390  0.10
C: -2.179 -3.183 1.687  -0.22
P: -1.603 -2.912 -0.015  0.89
C: -3.059 -2.574 -1.052  -0.20
C: -1.132 -4.579 -0.555  -0.37
C: -0.963 -4.834 -1.916  -0.10
C: -0.623 -6.102 -2.356  -0.05
C: -0.445 -7.132 -1.441  -0.05
C: -0.618 -6.889 -0.087  -0.06
C: -0.962 -5.619 0.357  -0.10
H: -1.332 -3.515 2.290  0.05
H: -2.962 -3.941 1.711  0.07
H: -2.549 -2.263 2.126  0.03
H: -3.866 -3.256 -0.785  0.07
H: -2.772 -2.755 -2.086  0.04
H: -3.391 -1.542 -0.967  0.02
H: -1.087 -4.038 -2.637  0.06
H: -0.499 -6.289 -3.414  0.11
H: -0.181 -8.123 -1.784  0.12
H: -0.493 -7.689 0.630  0.12
H: -1.090 -5.462 1.418  0.10

2S+1 = 3
relative energy (zero: lowest compared OMol25 entry of this formula, charge and spin) = 0.0 kcal per mole
max |F| = 0.66 eV/A
Kohn-Sham gap (alpha / beta) = 6.703 / 7.664 eV
electronic energy = -3226.17846 Eh
LUMO level (alpha / beta) = -6.6 / -6.0 eV
HOMO energy (alpha / beta) = -13.283 / -13.624 eV
charge = +2

***

Here is 16 unconnected molecules or ions with the total composition C4H40O16 at a distorted geometry from the OMol25 dataset. Energies are from wB97M-V/def2-TZVPD.

Last column: Löwdin charge in e.
Cartesian coordinates (Å):
O: -1.354 0.240 2.407  -0.16
H: -2.149 0.128 2.927  0.00
H: -1.634 0.748 1.646  0.00
O: 4.102 -3.565 0.398  -0.06
H: 4.830 -2.950 0.300  0.03
H: 3.472 -3.104 0.952  -0.01
O: -1.850 3.903 -1.242  -0.05
H: -1.019 3.520 -1.520  0.00
H: -1.621 4.782 -0.940  0.04
O: -0.709 2.690 -3.629  -0.04
H: -1.524 2.215 -3.794  0.05
H: -0.683 3.364 -4.308  0.05
O: 0.412 -2.479 -2.933  -0.06
H: 1.066 -3.167 -2.815  -0.01
H: 0.602 -1.845 -2.242  -0.02
O: 1.781 -4.468 -1.440  -0.04
H: 1.581 -5.403 -1.420  0.04
H: 2.209 -4.296 -0.601  0.00
O: -1.677 -2.332 0.204  -0.07
H: -1.371 -2.159 1.095  0.01
H: -1.002 -1.952 -0.359  0.01
O: 4.324 -0.185 1.887  -0.07
H: 4.669 -0.355 2.764  0.03
H: 4.072 0.738 1.903  0.01
O: 2.281 1.101 3.744  -0.10
H: 1.917 0.280 3.411  -0.04
H: 1.547 1.714 3.725  0.01
O: 1.437 -2.790 1.714  -0.09
H: 1.245 -3.675 2.022  0.04
H: 1.248 -2.228 2.465  -0.05
O: 2.235 3.455 -3.632  -0.07
H: 2.689 3.458 -2.790  0.02
H: 1.597 2.746 -3.559  -0.01
O: 3.274 0.781 -2.434  -0.04
H: 3.489 0.134 -3.106  0.04
H: 2.584 0.368 -1.915  -0.01
O: -2.921 -0.708 -1.584  -0.07
H: -2.450 -1.395 -1.112  -0.03
H: -3.252 -0.129 -0.898  -0.02
O: 0.767 -1.211 3.604  -0.17
H: 0.285 -1.245 4.430  0.02
H: 0.159 -0.798 2.990  -0.02
C: 0.193 1.437 -0.417  -0.07
C: 1.132 0.403 0.222  -0.30
O: 1.203 -0.682 -0.663  -0.11
H: -0.778 1.007 -0.661  0.07
H: 0.700 1.738 -1.334  0.05
H: 0.253 2.379 0.128  0.08
H: 0.660 0.064 1.144  0.07
H: 2.159 0.739 0.365  0.11
H: 1.690 -1.386 -0.229  0.07
C: -5.181 0.578 1.207  -0.09
C: -4.557 1.579 0.202  -0.32
O: -3.184 1.449 0.198  -0.12
H: -5.272 -0.476 0.946  0.07
H: -6.271 0.598 1.242  0.06
H: -4.777 0.586 2.219  0.06
H: -4.931 2.601 0.272  0.11
H: -4.939 1.360 -0.795  0.11
H: -2.760 2.100 -0.366  0.06

2S+1 = 2
max |F| = 2.29 eV/A
Kohn-Sham gap (alpha / beta) = 2.218 / 10.076 eV
electronic energy = -1380.19887 Eh
LUMO level (alpha / beta) = 2.2 / 2.2 eV
HOMO energy (alpha / beta) = 0.013 / -7.897 eV
charge = -1

***

Here is a molecular structure, C23H27N5O5PS2Ta from the OMol25 dataset. Energies are from wB97M-V/def2-TZVPD.

Last column: Löwdin charge in e.
Cartesian coordinates (Å):
Ta: 0.600 -0.033 0.367  1.43
C: -2.955 2.527 1.463  0.00
C: -1.691 1.961 0.919  -0.24
N: -1.186 0.820 1.267  -0.11
N: -1.876 0.056 2.185  0.11
C: -1.218 -1.042 2.391  -0.39
O: -0.063 -1.257 1.790  -0.21
C: -1.721 -2.077 3.301  -0.15
C: -2.958 -1.927 3.927  -0.02
C: -3.419 -2.911 4.781  -0.07
C: -2.650 -4.045 5.015  -0.07
C: -1.419 -4.196 4.394  -0.06
C: -0.951 -3.214 3.536  -0.01
C: -0.872 2.684 -0.046  -0.22
C: -1.146 3.991 -0.417  0.02
C: -0.274 4.650 -1.261  -0.01
C: 0.854 3.983 -1.708  -0.02
C: 1.059 2.677 -1.311  -0.14
N: 0.209 2.020 -0.512  -0.05
H: -3.471 1.783 2.060  0.07
H: -3.603 2.859 0.651  0.10
H: -2.736 3.392 2.092  0.11
H: -3.546 -1.040 3.735  0.11
H: -4.379 -2.797 5.267  0.11
H: -3.014 -4.814 5.685  0.11
H: -0.822 -5.079 4.579  0.11
H: 0.008 -3.319 3.048  0.12
H: -2.022 4.487 -0.026  0.12
H: -0.465 5.673 -1.556  0.12
H: 1.574 4.458 -2.359  0.12
H: 1.923 2.126 -1.648  0.06
C: 0.157 -4.340 -4.376  -0.06
C: -0.242 -3.844 -3.010  -0.24
O: 0.766 -2.909 -2.506  -0.30
P: 0.488 -1.369 -2.463  -0.08
S: 2.089 -0.453 -1.719  0.43
S: -1.077 -0.895 -1.283  0.40
O: 0.171 -1.023 -3.970  -0.31
C: -0.151 0.334 -4.377  -0.28
C: -0.406 0.320 -5.862  -0.06
H: -0.566 -5.084 -4.712  0.09
H: 1.140 -4.808 -4.341  0.09
H: 0.179 -3.525 -5.099  0.07
H: -0.267 -4.645 -2.275  0.13
H: -1.215 -3.351 -3.018  0.10
H: 0.696 0.971 -4.116  0.10
H: -1.030 0.659 -3.816  0.10
H: 0.476 -0.020 -6.402  0.09
H: -0.651 1.327 -6.198  0.09
H: -1.242 -0.335 -6.103  0.09
C: 3.823 3.826 3.264  0.00
N: 3.506 2.503 2.726  -0.04
C: 4.273 1.419 3.006  -0.02
C: 4.000 0.177 2.541  0.04
C: 2.846 0.070 1.727  -0.49
O: 2.369 -0.990 1.201  -0.17
N: 2.101 1.159 1.435  0.04
C: 2.359 2.411 1.930  -0.48
O: 1.670 3.386 1.711  0.08
H: 4.723 3.749 3.868  0.09
H: 2.997 4.185 3.874  0.10
H: 3.982 4.529 2.450  0.10
H: 5.129 1.612 3.639  0.14
H: 4.606 -0.682 2.777  0.12

2S+1 = 2
relative energy (zero: lowest compared OMol25 entry of this formula, charge and spin) = 2.3 kcal per mole
max |F| = 0.21 eV/A
Kohn-Sham gap (alpha / beta) = 6.334 / 7.392 eV
electronic energy = -2737.47343 Eh
LUMO level (alpha / beta) = -3.4 / -3.8 eV
HOMO energy (alpha / beta) = -9.783 / -11.157 eV
charge = +1

***

Among the records above, which one has the highest electronic energy?
C4H40O16